C17H26N2S | ωB97M-V/def2-TZVPD

CARTESIAN COORDINATES (ANGSTROEM)
C (2.73, 4.18, 1.71)
H (3.13, 5.11, 2.12)
H (2.72, 3.43, 2.50)
H (1.70, 4.37, 1.39)
C (3.59, 3.71, 0.53)
C (3.10, 2.38, 0.02)
C (1.82, 2.22, -0.49)
C (1.37, 1.00, -0.97)
C (2.21, -0.11, -0.93)
C (3.51, 0.04, -0.45)
C (3.94, 1.27, 0.02)
H (4.95, 1.36, 0.39)
H (4.17, -0.81, -0.44)
N (1.82, -1.37, -1.40)
C (0.60, -1.97, -1.41)
N (-0.41, -1.38, -0.73)
H (-0.16, -0.67, -0.06)
C (-1.71, -2.00, -0.57)
C (-2.79, -0.89, -0.62)
H (-3.42, -1.03, -1.49)
C (-3.67, -0.76, 0.62)
C (-4.68, -1.91, 0.78)
C (-4.21, -3.25, 0.21)
C (-2.92, -3.79, 0.82)
C (-1.72, -2.84, 0.72)
H (-0.80, -3.44, 0.71)
H (-1.66, -2.18, 1.59)
H (-2.67, -4.72, 0.31)
H (-3.08, -4.02, 1.88)
H (-4.09, -3.17, -0.87)
H (-5.00, -3.99, 0.39)
H (-5.60, -1.65, 0.26)
H (-4.92, -2.03, 1.83)
H (-3.05, -0.68, 1.51)
H (-4.23, 0.17, 0.54)
H (-2.28, 0.07, -0.76)
H (-1.83, -2.68, -1.42)
S (0.44, -3.39, -2.24)
H (2.56, -1.95, -1.78)
H (0.39, 0.93, -1.40)
H (1.15, 3.07, -0.53)
C (3.60, 4.75, -0.58)
H (4.22, 4.41, -1.41)
H (2.60, 4.94, -0.96)
H (4.01, 5.69, -0.22)
H (4.61, 3.58, 0.89)

Energy above the lowest of the compared OMol25 structures with the same formula, charge and spin ... 42.22 kJ/mol
Total charge ... 0
SMILES ... CC(C)c1ccc(NC(=S)NC2CCCCCC2)cc1
Total energy ... -31867.4748 eV
Gap between HOMO and LUMO ... 8.6 eV